(1)
# C5H10N2OS

One molecule with the formula C5H10N2OS at a distorted geometry (the ωB97M-V functional and the def2-TZVPD basis, OMol25).

The total energy comes out at -779.3338 Eh. The SMILES is C=CN(N)[C@H](C=O)CS. The energy above the lowest of the compared OMol25 structures with the same formula, charge and spin is 199.11 kJ/mol. The HOMO energy is -8.372 eV. The frontier orbital gap comes out at 0.3295 Ha.

Last column: natural (NBO) charge in e.
Cartesian coordinates (Å):
C1 2.59 -0.51 -0.75  -0.519
C2 1.25 -0.32 -0.73  -0.009
N1 0.61 0.42 0.26  -0.273
N2 1.17 0.75 1.44  -0.648
C3 -0.79 0.04 0.37  -0.169
C4 -1.00 -1.51 0.40  0.424
O1 -1.37 -2.12 -0.57  -0.501
C5 -1.58 0.77 -0.81  -0.571
S1 -3.23 1.42 -0.45  -0.035
H1 3.20 -0.88 -1.51  0.217
H2 3.08 -0.21 0.16  0.177
H3 0.55 -0.69 -1.40  0.206
H4 1.53 1.68 1.26  0.369
H5 1.85 0.03 1.66  0.348
H6 -1.12 0.65 1.23  0.243
H7 -0.66 -2.03 1.29  0.131
H8 -1.70 -0.15 -1.55  0.249
H9 -1.00 1.67 -1.15  0.242
H10 -3.40 0.99 0.84  0.119



(2)
# C5H10N2S

C5H10N2S as an isolated structure at a distorted geometry (the ωB97M-V functional and the def2-TZVPD basis, OMol25).

The total energy comes out at -703.9229 Eh. The energy above the lowest of the compared OMol25 structures with the same formula, charge and spin is 789.94 kJ/mol. The HOMO energy is -8.951 eV. The frontier orbital gap comes out at 0.3324 Ha.

Last column: natural (NBO) charge in e.
Cartesian coordinates (Å):
C1 -0.54 -1.04 1.36  -0.632
C2 -0.19 -0.48 -0.21  0.005
C3 -0.69 -1.61 -1.24  -0.610
C4 -0.62 0.86 -0.28  -0.257
C5 1.54 0.77 0.65  0.189
H1 0.58 -0.62 2.12  0.262
H2 -0.72 -2.46 1.06  0.222
H3 -1.79 -0.42 1.69  0.203
H4 -0.35 -2.58 -0.74  0.232
H5 -0.11 -1.43 -2.17  0.223
H6 -1.77 -1.49 -1.53  0.225
H7 -0.69 1.22 -1.30  0.221
H8 -1.57 0.90 0.38  0.227
H9 1.88 2.65 -1.23  0.110
H10 2.58 1.26 0.96  0.246
N1 0.42 1.66 0.66  -0.575
N2 1.27 -0.40 -0.08  -0.440
S1 0.76 3.24 -0.11  0.150



(3)
# C5H10N3

A 2-piece molecular cluster, C5H10N3 overall at a distorted geometry (the ωB97M-V functional and the def2-TZVPD basis, OMol25).

The total energy comes out at -360.0409 Eh. The energy above the lowest of the compared OMol25 structures with the same formula, charge and spin is 1402.53 kJ/mol. Its net charge is +1. The HOMO energy is -12.586 eV. The frontier orbital gap comes out at 0.1639 Ha.

Last column: natural (NBO) charge in e.
Cartesian coordinates (Å):
C1 -1.38 -0.11 0.75  -0.469
C2 -0.30 0.84 0.25  -0.193
C3 0.86 1.41 1.01  0.062
C4 1.49 0.78 -0.15  -0.031
N1 1.68 -0.61 -0.22  -0.317
C5 2.85 -1.00 -0.67  0.192
N2 3.36 -2.23 -0.81  -0.377
N3 -3.80 -0.14 -0.36  -0.791
H1 -2.51 0.10 0.17  0.301
H2 -1.27 -0.18 1.88  0.252
H3 -0.70 1.54 -0.59  0.279
H4 1.29 2.25 1.63  0.312
H5 1.76 1.38 -1.11  0.258
H6 3.47 -0.10 -0.95  0.149
H7 3.01 -2.71 -0.04  0.346
H8 -4.65 -0.06 0.15  0.372
H9 -4.06 -0.05 -1.30  0.369
H10 -1.12 -1.10 0.35  0.286



(4)
# C5H10N3

C5H10N3 as an isolated structure at a distorted geometry (the ωB97M-V functional and the def2-TZVPD basis, OMol25).

The total energy comes out at -360.4900 Eh. The energy above the lowest of the compared OMol25 structures with the same formula, charge and spin is 223.45 kJ/mol. Its net charge is +1. The HOMO energy is -13.375 eV. The frontier orbital gap comes out at 0.3546 Ha.

Last column: natural (NBO) charge in e.
Cartesian coordinates (Å):
C1 1.09 -1.20 -2.35  -0.272
C2 0.72 0.08 -2.17  -0.091
C3 1.49 -1.97 -1.15  0.148
C4 0.46 0.72 -0.83  -0.551
C5 0.29 -0.35 0.18  0.572
N1 1.10 -1.67 -0.01  -0.436
N2 -0.44 -0.30 1.21  -0.698
N3 -1.92 1.42 2.41  -1.011
H1 1.23 -1.72 -3.24  0.243
H2 0.64 0.74 -3.00  0.236
H3 1.99 -2.92 -1.18  0.221
H4 1.49 1.07 -0.62  0.293
H5 -0.09 1.55 -0.60  0.258
H6 -1.19 0.49 1.71  0.429
H7 -0.39 -0.97 2.01  0.422
H8 -1.86 1.35 3.38  0.406
H9 -2.92 1.26 2.06  0.417
H10 -1.67 2.42 2.18  0.412



(5)
# C5H10N3

C5H10N3 as an isolated structure at a distorted geometry (the ωB97M-V functional and the def2-TZVPD basis, OMol25).

The total energy comes out at -360.4589 Eh. The energy above the lowest of the compared OMol25 structures with the same formula, charge and spin is 305.10 kJ/mol. Its net charge is +1. The HOMO energy is -13.900 eV. The frontier orbital gap comes out at 0.3752 Ha.

Last column: natural (NBO) charge in e.
Cartesian coordinates (Å):
C1 1.91 -1.54 0.37  -0.323
C2 1.44 -0.48 -0.36  -0.262
C3 0.50 1.95 -0.24  0.105
C4 -1.20 -0.32 0.06  0.565
C5 0.53 0.56 0.33  -0.206
N1 -0.68 2.47 -0.17  -0.619
N2 -2.23 0.44 0.42  -0.773
N3 -1.28 -1.58 -0.30  -0.759
H1 2.58 -2.22 -0.17  0.223
H2 1.77 -1.70 1.36  0.204
H3 1.76 -0.37 -1.42  0.241
H4 1.36 2.41 -0.85  0.225
H5 0.42 0.45 1.38  0.256
H6 -0.72 3.36 -0.73  0.377
H7 -2.03 1.46 0.51  0.460
H8 -3.21 0.37 0.30  0.418
H9 -0.45 -2.18 -0.65  0.452
H10 -2.11 -2.07 -0.44  0.417



(6)
# C5H10N3

An isolated ion of composition C5H10N3 and charge +1 at a distorted geometry (the ωB97M-V functional and the def2-TZVPD basis, OMol25).

The total energy comes out at -360.5626 Eh. The SMILES is NCCc1c[nH]c[nH+]1. The energy above the lowest of the compared OMol25 structures with the same formula, charge and spin is 32.84 kJ/mol. Its net charge is +1. The HOMO energy is -12.984 eV. The frontier orbital gap comes out at 0.3661 Ha.

Last column: natural (NBO) charge in e.
Cartesian coordinates (Å):
N1 0.23 0.46 1.89  -0.859
C1 -0.35 1.60 1.22  -0.209
C2 -0.62 1.38 -0.32  -0.449
C3 -0.14 0.03 -0.77  0.179
C4 1.01 -0.41 -1.33  -0.075
N2 0.97 -1.78 -1.33  -0.454
C5 -0.17 -2.19 -0.80  0.257
N3 -0.85 -1.11 -0.46  -0.446
H1 1.10 0.14 1.48  0.355
H2 0.41 0.67 2.86  0.386
H3 -1.34 1.78 1.62  0.203
H4 0.25 2.50 1.36  0.191
H5 -0.10 2.12 -0.93  0.250
H6 -1.69 1.41 -0.48  0.237
H7 1.84 0.19 -1.67  0.261
H8 1.61 -2.44 -1.76  0.458
H9 -0.46 -3.21 -0.62  0.256
H10 -1.72 -1.15 0.06  0.458



(7)
# C5H10N3

An isolated ion of composition C5H10N3 and charge +1 at a distorted geometry (the ωB97M-V functional and the def2-TZVPD basis, OMol25).

The total energy comes out at -360.3482 Eh. The energy above the lowest of the compared OMol25 structures with the same formula, charge and spin is 204.09 kJ/mol. Its net charge is +1. The spin multiplicity is 3. The HOMO energy (spin up / spin down) is -10.138 / -15.725 eV. The frontier orbital gap (spin up / spin down) comes out at 0.2404 / 0.2991 Ha. Its expectation value of S² is 2.0079.

Last column: natural (NBO) charge in e.
Cartesian coordinates (Å):
C1 2.63 -0.90 0.10  0.185
C2 1.45 0.98 -0.31  -0.075
C3 -0.76 -0.32 0.07  0.217
C4 -1.38 -1.68 0.00  -0.678
C5 -1.55 0.91 0.24  -0.685
N1 1.42 -1.33 -0.14  -0.112
N2 0.57 -0.21 -0.12  -0.122
N3 2.72 0.54 0.11  -0.465
H1 3.37 -1.68 0.34  0.267
H2 1.40 1.24 -1.31  0.246
H3 1.13 1.82 0.29  0.249
H4 -2.45 -1.92 0.24  0.279
H5 -0.88 -2.06 0.89  0.245
H6 -0.82 -2.13 -0.84  0.246
H7 -2.12 1.12 -0.79  0.244
H8 -1.12 1.84 0.57  0.232
H9 -2.41 0.67 0.83  0.260
H10 3.47 1.09 0.53  0.465



(8)
# C5H10N3

An isolated ion of composition C5H10N3 and charge +1 at a distorted geometry (the ωB97M-V functional and the def2-TZVPD basis, OMol25).

The total energy comes out at -360.3308 Eh. The energy above the lowest of the compared OMol25 structures with the same formula, charge and spin is 249.71 kJ/mol. Its net charge is +1. The spin multiplicity is 3. The HOMO energy (spin up / spin down) is -10.493 / -13.033 eV. The frontier orbital gap (spin up / spin down) comes out at 0.2760 / 0.2481 Ha. Its expectation value of S² is 2.0080.

Last column: natural (NBO) charge in e.
Cartesian coordinates (Å):
C1 1.27 0.61 -0.22  0.181
C2 -0.85 1.95 0.06  -0.249
C3 -2.35 -0.44 0.04  -0.300
C4 2.08 -0.57 -0.06  -0.066
C5 -1.33 0.55 -0.28  0.298
N1 -0.05 0.68 -0.13  -0.357
N2 3.46 -0.39 0.03  -0.654
N3 -1.87 -1.74 -0.12  -0.848
H1 1.82 1.60 -0.37  0.223
H2 -0.85 2.70 -0.68  0.232
H3 -0.92 2.22 1.08  0.221
H4 -2.96 -0.07 1.00  0.218
H5 -3.13 -0.34 -0.77  0.251
H6 1.75 -1.50 0.41  0.229
H7 3.97 0.42 -0.28  0.422
H8 3.85 -1.17 0.49  0.415
H9 -1.47 -2.21 0.62  0.382
H10 -2.42 -2.30 -0.82  0.403